[1]
This record from the OMol25 dataset describes C14H13AsFN3O6RuS3 as an isolated structure in a non-equilibrium geometry. The level of theory is wB97M-V/def2-TZVPD.

The geometry in XYZ format:
```
42
Properties=species:S:1:pos:R:3:lowdin_charge:R:1
Ru -0.1503 0.3851 0.7971 1.23
C -2.7196 -0.5388 -4.5475 -0.39
S -1.5693 0.7961 -4.1409 0.85
C -1.0997 0.3737 -2.4643 -0.93
S -2.5362 0.7423 -1.6106 0.97
N 0.1232 0.0352 -2.3067 0.01
N 0.6042 -0.0527 -0.9731 -0.14
C 1.8209 -0.4961 -0.9677 -0.05
C 2.4605 -0.5542 0.3337 -0.24
C 3.7508 -1.0101 0.5512 -0.01
C 4.2411 -1.0196 1.8450 -0.05
C 3.4216 -0.5725 2.8741 -0.04
C 2.1485 -0.1206 2.5932 -0.08
N 1.6667 -0.1107 1.3399 -0.07
H -3.2557 -0.2053 -5.4345 0.04
H -3.4347 -0.7045 -3.7450 0.02
H -2.1789 -1.4546 -4.7740 0.04
H 2.3202 -0.8011 -1.8770 0.13
H 4.3561 -1.3489 -0.2776 0.12
H 5.2436 -1.3692 2.0480 0.11
H 3.7625 -0.5651 3.8995 0.11
H 1.4778 0.2443 3.3583 0.11
O -2.2197 -2.7345 -0.1339 -0.21
As -3.3927 -1.4946 0.1169 0.97
O -4.6687 -1.5961 -0.8602 -0.41
O -2.4407 -0.0024 -0.1187 -0.73
C -3.8365 -1.3502 1.9679 -0.23
C -5.2134 -1.4744 2.1502 -0.08
C -5.7796 -1.3271 3.4088 -0.05
C -4.9725 -1.0444 4.4941 -0.05
C -3.6003 -0.9265 4.3257 -0.04
C -3.0310 -1.0755 3.0704 -0.25
S -1.2705 -0.8785 3.0304 0.52
O -0.7958 -1.5011 1.7447 -0.45
O -0.7587 -1.4518 4.2329 -0.26
O -1.0069 0.5675 2.8538 -0.38
H -1.5133 -2.5879 0.5252 0.01
H -5.8380 -1.6746 1.2886 0.10
H -6.8491 -1.4295 3.5319 0.11
H -5.4019 -0.9208 5.4792 0.11
H -2.9605 -0.7316 5.1752 0.12
F -0.4880 2.1847 0.2055 -0.56
```

Computed properties:
Relative energy (zero: lowest compared OMol25 entry of this formula, charge and spin): 2.97 kcal per mole
LUMO level: -0.03648 hartree
Spin multiplicity: 1

***

[2]
This record from the OMol25 dataset describes a 5-piece molecular cluster, C36H61N6O8 overall in a non-equilibrium geometry. The level of theory is wB97M-V/def2-TZVPD.

The geometry in XYZ format:
```
111
Properties=species:S:1:pos:R:3:lowdin_charge:R:1
C 11.9280 -1.6864 -0.2362 -0.07
C 10.5083 -2.2611 -0.5359 -0.27
O 9.6074 -1.1778 -0.7627 -0.16
C 8.3204 -1.7357 -0.9880 -0.20
C 7.3447 -0.5438 -1.1216 -0.17
O 6.1180 -1.0898 -1.6560 -0.15
C 5.1591 -0.0408 -1.7592 -0.19
C 3.7834 -0.4437 -1.1921 -0.16
O 2.7061 -0.0060 -2.0390 -0.14
C 1.5657 0.3285 -1.2426 -0.15
C 0.3181 0.0603 -2.1113 -0.17
C -0.1803 -1.4078 -2.0822 -0.11
O -0.9002 -1.6381 -3.2800 -0.08
C -1.8934 -0.6511 -3.5453 -0.25
C -3.2708 -1.4172 -3.6430 -0.32
C -3.4386 -2.4322 -2.4856 -0.04
C -4.4852 -0.4729 -3.8393 -0.20
C -5.7132 -1.3548 -4.3035 -0.09
C -2.0867 0.4210 -2.4303 -0.05
N -0.8180 1.0431 -1.9087 -0.13
C -1.0110 1.5045 -0.5012 -0.08
C -1.1968 0.3724 0.5194 -0.06
C -1.3927 0.8807 1.9680 -0.41
O -1.6035 2.0401 2.2345 0.11
N -1.3576 -0.1413 2.9822 0.11
C -2.7709 -0.4836 3.2037 -0.26
C -3.3802 -1.5549 2.5499 -0.05
C -4.7448 -1.8358 2.7532 -0.07
C -5.4649 -1.0046 3.6263 -0.08
C -4.8559 0.0562 4.3213 -0.08
C -3.4918 0.3169 4.1061 -0.02
C -0.4966 2.1954 -2.8504 -0.13
O -1.0904 3.3913 -2.4500 -0.04
C -0.0763 4.3554 -2.1464 -0.25
O -0.7391 5.4338 -1.5926 -0.08
C 0.1253 6.5546 -1.3627 -0.15
C 0.1523 6.9041 0.1543 -0.22
O -0.8153 7.8851 0.5018 -0.07
H 12.6867 -2.3308 -0.7089 0.07
H 11.9771 -0.6645 -0.6472 0.08
H 12.1148 -1.6471 0.8500 0.07
H 10.2009 -2.8528 0.3458 0.12
H 10.5963 -2.8961 -1.4373 0.12
H 8.2615 -2.2857 -1.9482 0.13
H 8.0204 -2.3944 -0.1518 0.13
H 7.1410 -0.0952 -0.1295 0.13
H 7.7184 0.2114 -1.8365 0.14
H 5.5130 0.8911 -1.2768 0.12
H 5.0765 0.2094 -2.8390 0.14
H 3.6967 0.0236 -0.1888 0.13
H 3.7062 -1.5392 -1.0474 0.14
H 1.5785 -0.3815 -0.3916 0.13
H 1.6971 1.3792 -0.9269 0.14
H 0.6466 0.2246 -3.1567 0.17
H 0.7268 -2.0322 -2.1198 0.15
H -0.7395 -1.6832 -1.1702 0.12
H -1.7762 -0.1529 -4.5272 0.16
H -3.1853 -2.0216 -4.5685 0.15
H -2.6443 -3.1997 -2.4801 0.09
H -3.3993 -1.9639 -1.4805 0.08
H -4.3814 -2.9961 -2.5868 0.08
H -4.7581 0.1048 -2.9411 0.11
H -4.3055 0.2153 -4.6888 0.11
H -6.0170 -1.1058 -5.3341 0.08
H -5.3904 -2.4110 -4.3566 0.06
H -6.5588 -1.3002 -3.6036 0.08
H -2.6680 1.2433 -2.8852 0.15
H -2.7322 -0.0048 -1.6516 0.12
H -0.2031 2.1783 -0.1708 0.14
H -1.9232 2.1262 -0.4491 0.16
H -0.3511 -0.3396 0.5379 0.11
H -2.0923 -0.2527 0.3236 0.12
H -0.9593 -0.9560 2.5052 0.09
H -2.7669 -2.1865 1.8729 0.08
H -5.2364 -2.6579 2.2229 0.11
H -6.5314 -1.2100 3.7592 0.11
H -5.4386 0.6768 5.0020 0.08
H -2.9830 1.1382 4.6228 0.12
H -0.8097 1.9176 -3.8730 0.16
H 0.5991 2.3571 -2.8802 0.15
H 0.5167 4.6007 -3.0546 0.15
H 0.6548 3.9468 -1.4001 0.14
H 1.1362 6.4540 -1.7937 0.13
H -0.3651 7.4219 -1.8475 0.14
H 1.1393 7.2989 0.4675 0.13
H -0.1042 6.0081 0.7405 0.10
H -0.5769 8.7454 0.1360 0.09
C -1.6988 -5.6964 2.4537 -0.14
C -1.0650 -4.5322 1.8292 -0.29
N -0.5705 -3.6089 1.3444 0.12
H -1.9965 -6.4117 1.7244 0.05
H -1.0243 -6.1585 3.1645 0.09
H -2.5983 -5.3549 2.9882 0.09
C -2.2942 5.2227 2.3231 -0.08
C -2.9105 6.3027 3.1041 -0.27
N -3.3929 7.1455 3.7180 0.13
H -1.2107 5.2869 2.3953 0.07
H -2.6172 4.2571 2.7061 0.06
H -2.5879 5.3082 1.2771 0.08
C -4.8608 1.1530 8.3325 -0.06
C -5.7059 0.2050 7.5961 -0.28
N -6.3671 -0.5375 7.0197 0.14
H -4.1074 0.6112 8.9017 0.08
H -4.3643 1.8260 7.6346 0.08
H -5.4720 1.7384 9.0173 0.08
C 1.7100 -7.2496 -0.5075 -0.04
C 0.5839 -6.9708 0.3896 -0.15
N -0.3002 -6.7515 1.0957 0.11
H 2.2463 -8.1321 -0.1628 0.09
H 1.3427 -7.4274 -1.5169 0.09
H 2.3916 -6.4004 -0.5200 0.09
```

Computed properties:
Net charge: +1
LUMO level: -0.07457 hartree
Spin multiplicity: 1

***

[3]
This record from the OMol25 dataset describes the molecule C3H5NO2 in a non-equilibrium geometry. The level of theory is wB97M-V/def2-TZVPD.

The geometry in XYZ format:
```
11
Properties=species:S:1:pos:R:3:lowdin_charge:R:1
C 0.6427 -1.5717 -0.0791 -0.34
N -0.1427 -0.7068 0.6418 0.02
C -0.0219 0.7358 0.5257 -0.15
C -0.4391 1.2497 -0.8397 -0.24
O -1.5440 1.6783 -1.0629 0.06
O 1.4940 -1.1510 -0.8330 0.03
H 0.3525 -2.6004 0.1548 0.13
H -0.9214 -1.0268 1.1840 0.13
H 1.0100 1.0216 0.7443 0.12
H -0.7030 1.1953 1.2416 0.12
H 0.2730 1.1760 -1.6775 0.12
```

Computed properties:
Relative energy (zero: lowest compared OMol25 entry of this formula, charge and spin): 23.73 kcal per mole
LUMO level: 0.02621 hartree
Spin multiplicity: 1
SMILES string: O=CCNC=O

***

[4]
This record from the OMol25 dataset describes the molecule C22H29ClN2O4. The level of theory is wB97M-V/def2-TZVPD.

The geometry in XYZ format:
```
58
Properties=species:S:1:pos:R:3:lowdin_charge:R:1
C 2.5255 -0.4166 -2.1749 -0.06
C 1.6026 0.4496 -1.3338 -0.19
H 2.1365 1.3118 -0.9281 0.10
H 0.7530 0.7851 -1.9372 0.13
O 1.0880 -0.2486 -0.1883 0.00
C 0.0089 -1.0041 -0.3743 -0.45
O -0.5230 -1.1700 -1.4402 0.14
C -0.4755 -1.6391 0.9334 -0.32
C -0.4843 -0.5994 2.0739 -0.08
N -1.4643 0.4322 1.8468 -0.03
C -1.2456 1.7640 1.7576 -0.42
O -2.1632 2.5432 1.5641 0.05
C 0.1851 2.2405 1.9550 -0.06
H 0.5074 1.9776 2.9651 0.13
C 0.3082 3.7587 1.7764 -0.12
N 0.1848 4.1550 0.3960 -0.05
C 1.1512 3.9458 -0.5120 -0.47
O 2.2158 3.3977 -0.2935 0.04
C 0.6779 4.5226 -1.8372 -0.08
H 1.1704 5.4869 -1.9807 0.12
C -0.8299 4.6760 -1.6450 -0.15
H -1.3416 3.7731 -1.9798 0.11
H -1.2418 5.5256 -2.1858 0.11
C -0.9846 4.8266 -0.1285 -0.14
H -0.9758 5.8825 0.1740 0.13
H -1.8884 4.3535 0.2584 0.11
H 0.9527 3.8754 -2.6679 0.12
H 1.2946 4.0694 2.1365 0.13
H -0.4697 4.2669 2.3480 0.13
H 0.8490 1.7570 1.2383 0.10
C -2.8154 -0.0803 1.7172 -0.13
C -2.8985 -1.0555 0.5491 -0.14
C -1.8921 -2.1889 0.7322 -0.13
H -2.1685 -2.7836 1.6062 0.13
H -1.9053 -2.8311 -0.1486 0.12
H -3.9081 -1.4629 0.4859 0.12
H -2.6858 -0.5295 -0.3816 0.12
H -3.0896 -0.5874 2.6510 0.13
H -3.4787 0.7724 1.5672 0.12
H -0.7419 -1.1224 3.0060 0.15
H 0.5093 -0.1717 2.1824 0.12
C 0.5161 -2.7643 1.3184 -0.07
C 0.7350 -3.7462 0.2028 -0.21
C 1.8028 -3.5698 -0.6663 -0.06
C 1.9882 -4.4429 -1.7236 -0.65
C 1.1277 -5.5079 -1.9299 -0.11
C 0.0779 -5.6960 -1.0485 -0.07
C -0.1175 -4.8265 0.0099 -0.04
H -0.9346 -4.9947 0.6950 0.11
H -0.5931 -6.5296 -1.1910 0.11
H 1.2825 -6.1788 -2.7598 0.10
Cl 3.3213 -4.1988 -2.7989 0.68
H 2.4932 -2.7555 -0.5154 0.10
H 1.4686 -2.3036 1.5871 0.13
H 0.1220 -3.2813 2.1963 0.13
H 2.9042 0.1742 -3.0041 0.08
H 1.9862 -1.2737 -2.5716 0.06
H 3.3701 -0.7623 -1.5838 0.08
```

Computed properties:
Relative energy (zero: lowest compared OMol25 entry of this formula, charge and spin): 0.00 kcal per mole
LUMO level: 0.02493 hartree
Spin multiplicity: 1
SMILES string: CCOC(=O)[C@]1(Cc2cccc(Cl)c2)CCCN(C(=O)CCN2CCCC2=O)C1

***

[5]
This record from the OMol25 dataset describes C21H23N4O4SeSiTi as an isolated structure in a non-equilibrium geometry. The level of theory is wB97M-V/def2-TZVPD.

The geometry in XYZ format:
```
55
Properties=species:S:1:pos:R:3:lowdin_spin:R:1
Ti -0.4873 0.0528 -0.8204 0.10
O -2.8969 2.3425 -3.1229 0.03
C -2.3202 1.4171 -2.4125 0.05
O -1.4537 1.6585 -1.5333 0.01
C -2.6825 0.0149 -2.6183 0.10
C -3.6759 -0.5484 -3.3988 -0.01
C -3.8411 -1.9415 -3.3575 0.11
C -3.0189 -2.7282 -2.5676 -0.01
C -2.0172 -2.1156 -1.8039 0.14
N -1.8802 -0.7533 -1.8414 0.19
C -1.0404 -2.6308 -0.8840 0.15
O -0.8433 -3.9015 -0.5792 0.07
O -0.3077 -1.7579 -0.3107 0.04
H -2.6009 3.2495 -2.9186 0.00
H -4.3175 0.0650 -4.0109 0.00
H -4.6200 -2.3995 -3.9458 0.01
H -3.1664 -3.7965 -2.5420 0.00
H -1.3926 -4.5311 -1.0702 0.00
C 1.8768 1.0522 1.6240 0.00
C 0.7481 1.3313 0.8928 0.00
N -0.4131 0.6360 0.9949 0.01
C -0.5961 -0.2072 2.1404 0.00
C 0.6491 -0.5545 2.9221 0.00
C 1.8419 0.0318 2.5956 0.00
C 0.3850 -1.3511 4.0653 0.00
C -0.8411 -1.2738 4.6683 0.00
C -1.7041 -0.1996 4.3206 0.00
C -2.6143 0.3869 5.2201 0.00
C -3.2581 1.5419 4.8434 0.00
N -3.0207 2.1381 3.6660 0.00
C -2.1864 1.5790 2.8576 0.00
N -1.5546 0.4187 3.1095 0.00
H 2.7681 1.6375 1.4794 0.00
H 0.7163 2.1627 0.1731 0.00
H -1.1039 -1.1498 1.8505 0.00
H 2.7408 -0.2347 3.1295 0.00
H 1.1851 -1.9092 4.5280 0.00
H -1.0706 -1.8470 5.5516 0.00
H -2.7696 -0.0571 6.1901 0.00
H -3.9759 2.0397 5.4758 0.00
H -1.9830 2.0513 1.9026 0.00
C 4.2731 -0.0397 -4.2040 0.00
Si 4.0187 0.7178 -2.4860 0.00
C 3.8976 2.6029 -2.2735 0.00
C 4.5826 -0.2827 -0.9673 0.00
Se 1.3268 0.1819 -2.1927 0.03
H 5.2771 0.1510 -4.5774 0.00
H 3.5592 0.3702 -4.9167 0.00
H 4.1216 -1.1183 -4.1735 0.00
H 4.8665 3.0817 -2.3867 0.00
H 3.5107 2.8693 -1.2916 0.00
H 3.2293 3.0295 -3.0180 0.00
H 5.5416 -0.7649 -1.1413 0.00
H 3.8490 -1.0586 -0.7526 0.00
H 4.6892 0.3409 -0.0821 0.00
```

Computed properties:
Net charge: +2
LUMO level (alpha / beta): -0.24892 / -0.25096 hartree
Spin multiplicity: 2

***

The highest spin multiplicity belongs to which entry? C21H23N4O4SeSiTi